Record 1
C14H12Br6N2O4 as an isolated structure at a distorted geometry, computed with wB97M-V/def2-TZVPD.

## Properties
* charge: 0
* total energy: -446131.33537 eV
* HOMO: -9.8 eV
* frontier orbital gap: 8.95 eV
* ΔE to the lowest compared entry with this formula, charge and spin: 0.120 eV

Structure (XYZ):
```
38
Properties=species:S:1:pos:R:3:forces:R:3
C -3.8982 22.3578 20.8508 -0.1921 0.3404 0.2261
Br -4.2676 21.4879 19.1987 0.2648 -0.0372 -0.4264
Br -4.8295 24.0397 20.9792 -0.0400 0.0906 -0.0102
Br -2.0187 22.5962 21.1229 0.1437 -0.0641 0.0889
H -4.2986 21.7502 21.6488 0.1255 -0.1369 0.0222
C -5.8680 16.6793 27.6251 0.0973 -0.3462 -0.3024
Br -6.2226 14.8960 28.2689 -0.1017 0.1090 0.0970
Br -6.6265 16.9305 25.8723 -0.0693 -0.0393 0.1376
Br -3.9778 17.0006 27.5967 0.1338 0.1428 0.0464
H -6.3199 17.3933 28.2951 -0.0729 0.0011 0.0534
C -6.7156 19.4074 20.0843 -0.3923 -0.5315 0.5115
C -7.2201 20.6506 20.4462 -0.4619 -0.4818 -0.9967
C -7.0530 21.1428 21.7136 -0.0934 0.2548 0.5729
C -6.4539 20.3208 22.6540 0.2907 0.1497 -0.2482
C -5.8992 19.1022 22.3151 -0.1674 -0.1676 0.6320
C -6.0527 18.6390 21.0287 0.4785 -0.0066 -0.4363
N -6.3542 20.7713 24.0439 0.1768 0.6612 -0.4212
O -6.2970 19.9238 24.8966 0.0403 -0.1724 0.4335
O -6.3062 21.9793 24.2394 -0.5105 -0.7077 -0.1382
H -6.9013 18.9696 19.1128 0.0781 0.2936 -0.1462
H -7.8052 21.1851 19.7084 0.2024 0.2898 0.0802
H -7.3846 22.1367 21.9793 -0.1265 -0.0865 0.1189
H -5.3898 18.5046 23.0596 -0.0542 0.0685 0.0661
H -5.5838 17.6995 20.7670 -0.1890 -0.0547 -0.1023
C -4.2278 23.6970 24.8140 0.4312 0.1469 -0.0625
C -5.3410 24.4585 25.1362 -0.0616 0.1231 0.1753
C -5.2282 25.8301 25.3023 -0.1411 -0.2337 0.4301
C -3.9780 26.4128 25.2069 -0.2233 -0.1986 -0.5627
C -2.8720 25.6866 24.8142 0.5088 -0.2935 0.3259
C -2.9845 24.3092 24.6706 -0.4792 0.1293 -0.5041
N -3.8300 27.8426 25.4833 -0.0657 0.0141 0.3526
O -2.7507 28.3504 25.2688 0.1138 0.1677 -0.1417
O -4.7834 28.4161 25.9730 -0.0225 0.1008 -0.1568
H -4.3344 22.6364 24.6231 0.1384 0.1739 0.2664
H -6.3002 23.9922 25.3171 0.0791 0.0019 -0.2522
H -6.1074 26.4040 25.5529 0.1372 0.1866 0.0754
H -1.9205 26.1783 24.6686 -0.0586 0.0614 0.0752
H -2.1369 23.7222 24.3442 0.0829 0.0514 0.1203
```
Positions in Å, forces in eV/Å.

***

Record 2
C21H12BrF3N2O4Ru as an isolated structure, computed with wB97M-V/def2-TZVPD.

## Properties
* charge: +1
* total energy: -113909.66827 eV
* HOMO (spin up / spin down): -9.8 / -12.5 eV
* multiplicity: 6
* frontier orbital gap (spin up / spin down): 6.45 / 6.31 eV
* ΔE to the lowest compared entry with this formula, charge and spin: 0.492 eV

Structure (XYZ):
```
44
Properties=species:S:1:pos:R:3:forces:R:3
Ru -0.8532 -1.1607 -0.0895 -0.4682 0.1241 -0.1018
O -4.2034 -0.0216 2.0193 -0.0239 0.0564 0.0229
C -3.2945 -0.6616 1.3024 0.0577 0.0178 -0.0107
O -2.1604 -0.0498 1.0273 0.1207 -0.1155 -0.0489
C -3.5212 -1.9567 0.8269 0.0340 -0.0774 -0.0687
C -4.6293 -2.8280 0.9534 -0.0417 -0.0038 0.0173
C -4.6020 -4.0260 0.2871 -0.0176 -0.0386 -0.0109
C -3.5026 -4.4109 -0.5277 -0.0541 0.1114 0.0937
C -2.4549 -3.5356 -0.5938 0.0630 -0.2640 -0.2141
N -2.4679 -2.3867 0.0716 0.0398 0.1532 0.2146
C -1.1760 -3.6914 -1.3822 -0.2481 0.0005 0.3291
O -0.8458 -4.6703 -1.9640 0.0929 -0.0464 -0.1703
O -0.4118 -2.5636 -1.3080 0.2872 0.0295 -0.0423
H -3.8810 0.8667 2.2314 0.0023 -0.0341 -0.0032
H -5.4758 -2.5374 1.5592 0.0018 -0.0076 -0.0052
H -5.4466 -4.6965 0.3728 -0.0038 0.0168 0.0115
H -3.4872 -5.3403 -1.0757 0.0295 -0.0005 -0.0192
F 3.1941 6.7836 -3.1310 -0.0421 0.0463 0.0197
C 3.7710 5.6006 -3.3579 0.0103 0.0084 0.0049
F 4.9911 5.6269 -2.8018 0.0471 -0.0084 0.0274
F 3.9381 5.4724 -4.6807 0.0001 -0.0211 -0.0597
C 2.9594 4.4545 -2.8052 -0.0203 -0.0499 0.0061
C 3.4480 3.1627 -2.9815 0.0013 0.0028 0.0096
C 2.7389 2.0903 -2.4859 0.0343 0.0064 -0.0407
C 1.5309 2.3138 -1.8057 -0.0014 -0.0573 0.0042
C 1.0467 3.6177 -1.6374 -0.0139 0.0069 0.0402
C 1.7639 4.6856 -2.1399 0.0112 0.0293 -0.0094
C 0.8077 1.2186 -1.2893 -0.0795 0.0048 -0.1043
C 0.1948 0.2518 -0.8197 0.2440 0.1741 0.1872
H 4.3815 3.0056 -3.5050 -0.0037 -0.0030 -0.0038
H 3.1021 1.0803 -2.6162 -0.0085 0.0028 0.0055
H 0.1141 3.7806 -1.1151 -0.0021 -0.0104 -0.0052
H 1.3997 5.6950 -2.0159 -0.0007 0.0027 -0.0040
Br 0.4785 -4.0892 1.5589 -0.0028 0.0007 0.0303
C 0.8395 -2.4702 2.4473 -0.0150 -0.0247 -0.0418
C 1.5770 -2.4925 3.6193 0.0192 -0.0361 0.0308
C 1.8225 -1.2917 4.2576 -0.0117 0.0118 -0.0162
C 1.3239 -0.1163 3.7102 0.0059 0.0151 0.0240
C 0.6034 -0.1882 2.5396 0.0089 -0.0338 -0.0053
N 0.3660 -1.3520 1.9109 -0.0600 0.0037 -0.1000
H 1.9405 -3.4319 4.0082 -0.0003 0.0075 0.0044
H 2.3963 -1.2735 5.1743 -0.0001 0.0000 -0.0011
H 1.4927 0.8413 4.1805 -0.0012 -0.0028 -0.0008
H 0.1912 0.6946 2.0704 0.0094 0.0024 0.0039
```
Positions in Å, forces in eV/Å.